P.
ORCA calculation (wB97M-V/def2-TZVPD) on C2H3NO2 in the gas phase.

```
8
C2H3NO2 (wB97M-V/def2-TZVPD)
O -1.30 -1.20 -0.15
C -1.24 -0.02 0.03
C -0.01 0.76 -0.11
N 1.17 0.32 -0.12
O 1.36 -1.03 -0.01
H -2.13 0.61 0.37
H -0.15 1.77 -0.14
H 2.30 -1.23 0.13
```

Results
HOMO energy in eV: -9.677
LUMO in eV: -0.08
Structure (SMILES): O=C/C=N\O


Q.
ORCA calculation (wB97M-V/def2-TZVPD) on a molecular structure, C2H3NO2.

```
8
C2H3NO2 (wB97M-V/def2-TZVPD)
C 1.56 -0.64 0.12
C 0.70 -1.53 1.02
N 0.19 -1.96 -0.93
O -0.02 -2.23 0.32
O 1.15 -1.17 -1.04
H -0.51 0.42 -1.06
H 0.55 -1.50 2.06
H 0.21 0.73 -1.09
```

Results
HOMO energy (alpha / beta) in eV: -9.709 / -9.708
LUMO (alpha / beta) in eV: -0.38 / -0.38


Of them, the most stable is P and the least stable is Q.


P.
ORCA calculation (wB97M-V/def2-TZVPD) on C2H5NS2 in the gas phase.

```
10
C2H5NS2 (wB97M-V/def2-TZVPD)
H 3.04 1.92 -0.04
N 2.74 1.03 -0.34
C 1.69 0.48 0.03
S 1.20 -1.12 -0.33
C -0.82 -1.00 0.21
S -1.75 0.34 -0.48
H 1.03 1.07 0.66
H -0.85 -1.00 1.38
H -1.19 -2.00 -0.18
H -2.30 -0.44 -1.55
```

Results
HOMO energy in eV: -9.069
LUMO in eV: 0.45
Structure (SMILES): [H]/N=C/SCS


Q.
ORCA calculation (wB97M-V/def2-TZVPD) on 2 unconnected molecules or ions with the total composition C2H5NS2.

```
10
C2H5NS2 (wB97M-V/def2-TZVPD)
C 0.41 -0.18 -0.63
C -0.30 -1.53 1.35
N -0.71 2.00 -1.41
S 1.98 0.65 -0.33
S -0.03 1.42 -0.13
H 0.07 -0.65 -1.56
H -0.06 -2.45 0.97
H -1.30 -1.07 1.45
H 0.69 -1.16 1.88
H -0.75 2.98 -1.59
```

Results
HOMO energy (alpha / beta) in eV: -8.365 / -8.282
LUMO (alpha / beta) in eV: -0.40 / -0.10


Of them, the most stable is P and the least stable is Q.


P.
ORCA calculation (wB97M-V/def2-TZVPD) on C2H5NS2 in the gas phase.

```
10
C2H5NS2 (wB97M-V/def2-TZVPD)
C 1.90 -0.85 0.07
S 1.13 0.76 -0.04
C -0.61 0.34 0.04
N -1.38 1.45 0.06
S -1.17 -1.22 -0.03
H 2.91 -0.67 -0.33
H 1.20 -1.48 -0.67
H 1.73 -1.30 1.13
H -0.89 2.34 0.00
H -2.33 1.47 0.00
```

Results
HOMO energy in eV: -8.548
LUMO in eV: 0.67
Structure (SMILES): CSC(N)=S


Q.
ORCA calculation (wB97M-V/def2-TZVPD) on C2H5NS2 in the gas phase.

```
10
C2H5NS2 (wB97M-V/def2-TZVPD)
C -1.04 1.40 1.07
N -0.47 0.64 0.23
S -1.02 -1.02 0.14
C 0.34 -1.39 -0.96
S 1.99 -1.83 -0.10
H -0.95 2.53 1.00
H -1.75 1.08 1.88
H 0.23 -2.22 -1.59
H 0.55 -0.54 -1.42
H 2.34 -0.47 0.00
```

Results
HOMO energy in eV: -8.726
LUMO in eV: 0.72
Structure (SMILES): C=NSCS


Of them, the most stable is P and the least stable is Q.